1.
{
  "formula": "C20H33F9N2O8P",
  "method": "ωB97M-V with the def2-TZVPD basis set",
  "mol_weight_g_mol": 631.446,
  "gap_ev": 9.66,
  "e_lumo_ha": -0.13634,
  "max_force_ev_per_a": 8.44,
  "charge": 1,
  "elements": ["C", "C", "O", "O", "C", "C", "C", "P", "N", "N", "C", "C", "C", "H", "H", "H", "H", "H", "H", "H", "H", "H", "H", "H", "H", "H", "H", "H", "H", "H", "H", "C", "C", "O", "C", "O", "C", "F", "F", "F", "H", "H", "H", "H", "H", "C", "C", "O", "C", "O", "C", "F", "F", "F", "H", "H", "H", "H", "H", "C", "C", "O", "C", "O", "C", "F", "F", "F", "H", "H", "H", "H", "H"],
  "xyz": [[1.458049, -2.549714, 0.437520], [-0.061053, -2.174694, -0.053099], [-1.008116, -1.951065, 0.884134], [-0.509137, -2.106673, -1.468477], [0.115332, -0.921449, -2.076087], [-0.935926, 0.227791, -2.589553], [-2.467412, -0.305077, -2.856027], [-3.633750, -0.077840, -1.316748], [-3.501196, 1.613774, -0.673675], [-5.295375, -0.300923, -1.928025], [-5.865242, -1.468715, -1.483572], [-7.483453, -1.399139, -1.077316], [-5.133504, -2.930165, -1.357971], [1.387429, -3.103147, 1.485081], [2.021930, -3.260727, -0.301669], [2.037545, -1.534098, 0.569191], [0.780532, -0.418752, -1.235867], [0.777658, -1.249592, -3.000856], [-0.915437, 1.151190, -1.861117], [-0.527788, 0.632065, -3.634137], [-2.952708, 0.333973, -3.708054], [-2.510490, -1.433055, -3.185215], [-3.249874, -0.969015, -0.251386], [-4.498712, 1.881784, -0.419703], [-3.007862, 1.572846, 0.260090], [-8.110721, -1.807236, -2.002727], [-7.725778, -1.954713, -0.074280], [-7.802779, -0.255628, -0.952374], [-5.657751, -3.657552, -2.145671], [-5.285728, -3.448623, -0.309643], [-3.988412, -2.932857, -1.598922], [8.170775, -4.793020, 2.138491], [6.749652, -4.878045, 2.663321], [6.083871, -3.613364, 2.527019], [5.572745, -3.331760, 1.285618], [5.661650, -4.085994, 0.321516], [4.852041, -1.983886, 1.296825], [5.563867, -1.009097, 1.933900], [3.648097, -2.051363, 1.933894], [4.594879, -1.506133, 0.046426], [8.714410, -3.979100, 2.628937], [8.704113, -5.731492, 2.312530], [8.183828, -4.581982, 1.064435], [6.768669, -5.113864, 3.732813], [6.181313, -5.673643, 2.168379], [-1.595325, 3.666321, -3.142621], [-1.167478, 4.649147, -4.216523], [-0.545638, 5.801748, -3.628233], [0.773213, 5.662367, -3.277761], [1.418230, 4.630322, -3.436198], [1.318255, 6.973882, -2.712816], [0.472623, 7.553237, -1.811689], [1.528155, 7.904246, -3.687626], [2.509560, 6.822663, -2.067989], [-2.237987, 4.157565, -2.404917], [-2.138284, 2.825257, -3.582249], [-0.730371, 3.273196, -2.598917], [-2.050279, 5.005660, -4.758137], [-0.504766, 4.181647, -4.953551], [1.214919, -0.129308, 3.127865], [1.021790, 1.332252, 3.486768], [-0.361659, 1.608971, 3.752764], [-0.813117, 1.276711, 5.004728], [-0.110754, 0.767563, 5.872898], [-2.281474, 1.669513, 5.165784], [-3.045096, 1.312091, 4.092515], [-2.439097, 3.016342, 5.311032], [-2.870302, 1.097731, 6.254005], [0.564200, -0.410231, 2.293485], [2.253894, -0.325073, 2.849164], [0.953669, -0.780761, 3.967902], [1.313832, 1.958764, 2.637075], [1.649103, 1.627947, 4.335294]],
  "atomic_forces_ev_per_a": [[-0.59, 0.04, -0.29], [-4.79, 0.43, 4.25], [5.69, -1.27, -6.10], [1.66, 1.05, 2.77], [1.10, 1.14, -0.36], [0.15, 0.11, -0.56], [0.32, 0.42, 0.10], [-0.24, 0.99, -2.16], [-1.44, -2.60, 0.57], [0.79, -3.05, 3.72], [-0.27, 1.07, 0.01], [0.28, 0.89, -1.24], [-0.38, -0.29, -0.08], [-0.15, 1.46, -2.33], [-1.20, 1.58, 1.18], [-1.31, -2.18, -0.39], [-1.07, -0.91, -2.07], [-1.35, 0.54, 2.10], [-0.25, -1.93, -1.40], [-0.88, -0.89, 2.33], [0.73, -1.15, 1.72], [0.07, 2.19, 0.84], [-0.21, 0.38, -0.67], [1.41, -0.23, -0.59], [-0.47, -0.05, -1.28], [1.30, 0.58, 2.19], [0.70, 0.79, -2.17], [0.97, -2.58, -0.32], [1.02, 1.75, 1.63], [0.15, 1.32, -2.03], [-2.17, 0.27, 0.40], [0.09, 0.27, -0.29], [0.59, -0.82, 0.12], [-1.26, 1.06, -1.60], [1.48, -3.09, -0.10], [-0.61, 2.21, 1.89], [-0.43, 2.38, -0.05], [-0.47, -1.22, -0.56], [1.18, -0.41, -0.15], [0.34, -0.87, 1.01], [-0.08, -0.19, 0.07], [-0.11, 0.11, 0.02], [-0.05, -0.15, 0.14], [-0.21, 0.37, -0.18], [0.02, 0.33, -0.07], [0.17, 0.05, 0.37], [-0.32, -0.53, -0.27], [1.72, 0.31, 0.48], [-0.68, -2.74, -1.25], [-1.15, 2.58, 0.60], [1.15, 2.39, 1.17], [0.44, -0.91, -0.86], [-0.36, -1.19, 0.50], [-1.29, -0.41, -0.82], [-0.03, -0.07, -0.20], [0.01, 0.13, -0.01], [-0.06, 0.06, -0.19], [0.29, 0.25, 0.21], [0.07, 0.17, 0.26], [-0.19, -0.20, 0.12], [0.81, -0.26, -0.16], [-1.16, -0.04, 1.46], [3.16, -0.90, 0.27], [-2.18, 1.26, -1.85], [-2.49, 0.56, 0.77], [0.89, 0.09, 0.53], [0.61, -1.12, -0.22], [1.11, 0.40, -1.14], [0.08, 0.10, 0.06], [-0.13, 0.12, 0.09], [0.13, 0.13, -0.08], [-0.38, 0.04, 0.19], [-0.32, -0.10, -0.03]]
}

2.
{
  "formula": "C20H33N3O2",
  "method": "ωB97M-V with the def2-TZVPD basis set",
  "e_above_lowest_kcal_mol": 8.2,
  "mol_weight_g_mol": 347.503,
  "gap_ev": 9.76,
  "smiles": "NCCCC[C@H]1CNC(=O)C(=O)N1CC[C@]12C[C@H]3C[C@H](C[C@H](C3)C1)C2",
  "e_lumo_ha": 0.01709,
  "max_force_ev_per_a": 0.63,
  "charge": 0,
  "elements": ["N", "C", "C", "C", "C", "C", "C", "N", "C", "O", "C", "O", "N", "C", "C", "C", "C", "C", "C", "C", "C", "C", "C", "C", "C", "H", "H", "H", "H", "H", "H", "H", "H", "H", "H", "H", "H", "H", "H", "H", "H", "H", "H", "H", "H", "H", "H", "H", "H", "H", "H", "H", "H", "H", "H", "H", "H", "H"],
  "xyz": [[3.775518, -2.443676, -3.253641], [3.556755, -2.874503, -1.886138], [3.759067, -1.776235, -0.828820], [3.549254, -2.261536, 0.612223], [2.184481, -1.904611, 1.205359], [0.974938, -2.525878, 0.488632], [0.908959, -4.048336, 0.651622], [0.700846, -4.349200, 2.045104], [-0.047671, -3.568831, 2.859177], [-0.121474, -3.753932, 4.052364], [-0.824048, -2.458086, 2.146116], [-1.878415, -2.048000, 2.584252], [-0.270497, -1.987722, 1.001756], [-0.957164, -0.913066, 0.305030], [-0.672380, 0.449188, 0.941740], [-1.333228, 1.655972, 0.253600], [-0.758704, 1.884212, -1.149005], [-1.385278, 3.129147, -1.778335], [-2.898185, 2.943417, -1.879618], [-3.475802, 2.734676, -0.480438], [-3.174578, 3.957698, 0.382450], [-1.661912, 4.142460, 0.478085], [-1.079745, 4.353295, -0.917981], [-1.039139, 2.898147, 1.106676], [-2.851424, 1.486937, 0.145165], [4.726889, -2.111681, -3.372089], [3.152594, -1.677654, -3.488193], [2.541116, -3.275119, -1.832770], [4.251344, -3.696141, -1.688912], [4.779848, -1.399706, -0.936495], [3.084548, -0.942034, -1.040053], [4.301736, -1.800407, 1.254661], [3.711678, -3.339458, 0.658563], [2.161596, -2.206540, 2.254618], [2.068756, -0.819556, 1.179465], [1.021904, -2.282280, -0.576594], [1.833639, -4.516047, 0.312869], [0.080199, -4.440106, 0.044889], [1.177903, -5.132107, 2.467771], [-2.026440, -1.125360, 0.375051], [-0.649948, -0.934239, -0.741819], [0.407867, 0.616300, 0.959195], [-1.018551, 0.400864, 1.975916], [-0.965035, 1.021377, -1.785966], [0.325941, 2.008586, -1.088973], [-0.967058, 3.274669, -2.781472], [-3.126610, 2.080461, -2.509737], [-3.349659, 3.823911, -2.342215], [-4.560501, 2.596311, -0.551270], [-3.632852, 4.846585, -0.057123], [-3.596116, 3.821406, 1.380589], [-1.437757, 5.014342, 1.103115], [-1.514520, 5.245743, -1.373530], [0.000596, 4.503693, -0.852262], [-1.442379, 2.752932, 2.111087], [0.041652, 3.033730, 1.198457], [-3.272722, 1.312064, 1.136794], [-3.089829, 0.623924, -0.478944]],
  "atomic_forces_ev_per_a": [[0.02, 0.09, -0.26], [0.07, 0.30, 0.14], [0.04, -0.40, 0.01], [-0.12, 0.26, 0.01], [0.09, -0.15, -0.20], [0.46, -0.24, 0.11], [-0.12, 0.25, -0.44], [0.28, -0.33, -0.05], [0.11, -0.42, 0.45], [-0.18, 0.19, -0.03], [-0.29, 0.29, -0.11], [0.03, -0.05, 0.20], [-0.10, -0.05, -0.12], [-0.20, 0.30, 0.14], [-0.19, 0.06, -0.24], [0.29, -0.30, 0.27], [-0.12, 0.11, 0.02], [0.13, 0.05, -0.32], [0.03, -0.01, 0.05], [-0.31, -0.04, -0.04], [0.04, -0.04, -0.02], [0.08, 0.25, 0.18], [-0.02, -0.06, 0.03], [-0.10, 0.07, -0.15], [0.02, 0.14, -0.07], [-0.10, 0.03, -0.04], [0.10, -0.03, -0.03], [0.04, -0.11, 0.10], [-0.12, -0.04, 0.10], [-0.04, 0.05, -0.07], [0.00, 0.09, -0.05], [0.02, -0.12, 0.03], [0.09, -0.10, 0.07], [-0.05, 0.08, 0.03], [-0.03, 0.01, 0.04], [-0.07, -0.07, 0.07], [-0.04, 0.01, 0.03], [0.18, 0.07, -0.03], [-0.10, 0.14, 0.09], [0.09, 0.02, -0.14], [-0.03, -0.06, 0.02], [0.05, 0.03, 0.04], [0.03, 0.01, 0.07], [0.03, -0.09, -0.05], [0.10, -0.05, 0.02], [-0.03, -0.01, 0.06], [-0.04, -0.03, -0.06], [-0.04, 0.02, -0.06], [0.06, 0.00, 0.01], [-0.05, 0.05, 0.01], [-0.05, 0.03, 0.06], [-0.01, -0.05, -0.03], [0.01, 0.07, -0.03], [0.06, 0.05, -0.01], [0.01, -0.05, 0.10], [0.09, -0.04, 0.04], [-0.04, -0.08, 0.09], [-0.04, -0.10, 0.00]]
}